# 1
C57H51N4O2P4Sn as an isolated structure, computed with ωB97M-V/def2-TZVPD.

- E_LUMO: -7.71 eV
- Kohn-Sham gap: 7.6 eV
- Relative energy (zero: lowest compared OMol25 entry of this formula, charge and spin): 2.6549 eV
- Total energy: -4150.956575 hartree

ORCA input file:
```
! RIJCOSX wB97M-V def2-TZVPD def2/J DEFGRID3
* xyz 3 1
Sn 0.36 0.78 -0.10
C 0.57 -4.02 -0.30
N 0.44 -2.55 -0.42
P -0.19 -1.70 0.94
C -1.52 -2.71 1.59
C -2.60 -3.00 0.77
C -3.63 -3.81 1.23
C -3.58 -4.31 2.53
C -2.52 -4.00 3.36
C -1.48 -3.21 2.89
C 1.09 -1.56 2.19
C 2.22 -2.26 2.25
C 3.34 -1.87 3.16
C 3.08 -0.63 4.08
C 1.73 -0.01 3.98
C 0.82 -0.43 3.11
P -0.01 -1.79 -1.88
C -1.10 -2.88 -2.79
C -2.42 -2.43 -2.96
C -3.34 -3.22 -3.64
C -2.96 -4.45 -4.15
C -1.65 -4.90 -3.99
C -0.73 -4.12 -3.32
C 1.50 -1.80 -2.98
C 2.84 -2.49 -2.57
C 3.50 -3.35 -3.61
C 3.08 -3.33 -4.87
C 1.94 -2.51 -5.29
C 1.18 -1.83 -4.43
H 0.70 -4.29 0.74
H 1.43 -4.39 -0.86
H -0.33 -4.52 -0.67
H -2.65 -2.61 -0.24
H -4.46 -4.06 0.58
H -4.39 -4.94 2.89
H -2.49 -4.39 4.37
H -0.64 -2.99 3.55
H 2.37 -3.12 1.61
H 3.73 -2.73 3.70
H 3.30 -0.82 5.13
H 1.49 0.79 4.67
H -0.16 0.02 3.09
H -2.72 -1.46 -2.58
H -4.35 -2.86 -3.77
H -3.68 -5.06 -4.68
H -1.36 -5.86 -4.39
H 0.29 -4.49 -3.21
H 2.82 -2.94 -1.58
H 4.32 -3.99 -3.30
H 3.57 -3.95 -5.61
H 1.67 -2.51 -6.34
H 0.30 -1.31 -4.76
N -2.12 3.02 0.18
P -1.52 2.14 1.51
C -1.36 3.27 2.87
C -0.09 3.52 3.40
C 0.04 4.42 4.45
C -1.08 5.06 4.95
C -2.34 4.81 4.42
C -2.49 3.91 3.38
C -2.84 0.99 1.94
C -2.91 0.50 3.24
C -3.88 -0.43 3.58
C -4.79 -0.87 2.63
C -4.73 -0.37 1.33
C -3.75 0.54 0.98
P -1.32 2.66 -1.26
C -2.35 3.26 -2.59
C -3.62 2.70 -2.75
C -4.46 3.17 -3.73
C -4.04 4.19 -4.58
C -2.78 4.74 -4.43
C -1.92 4.28 -3.44
C 0.22 3.60 -1.27
C 0.55 4.48 -0.24
C 1.79 5.10 -0.22
C 2.71 4.85 -1.22
C 2.40 3.97 -2.25
C 1.17 3.34 -2.27
H -2.50 3.95 0.32
H 0.78 3.02 3.01
H 1.02 4.61 4.87
H -0.98 5.76 5.77
H -3.21 5.31 4.83
H -3.48 3.69 2.99
H -2.24 0.88 4.01
H -3.95 -0.79 4.60
H -5.56 -1.57 2.91
H -5.46 -0.69 0.60
H -3.73 0.95 -0.02
H -3.95 1.91 -2.09
H -5.45 2.74 -3.85
H -4.70 4.56 -5.35
H -2.46 5.54 -5.09
H -0.94 4.73 -3.33
H -0.17 4.70 0.54
H 2.03 5.80 0.58
H 3.67 5.35 -1.21
H 3.11 3.79 -3.04
H 0.94 2.65 -3.08
N 3.51 3.54 3.95
C 3.74 2.59 3.34
C 3.95 1.37 2.62
C 4.27 0.12 3.38
C 4.51 -1.09 2.46
C 4.26 -0.85 1.01
N 3.92 0.23 0.45
C 3.80 1.38 1.29
H 5.08 0.29 4.09
H 5.48 -1.59 2.57
H 4.36 -1.73 0.37
H 3.59 2.30 0.76
C 5.68 -1.25 -2.13
O 4.44 -0.48 -2.35
C 3.33 -1.08 -2.50
O 2.26 -0.43 -2.73
H 6.15 -0.78 -1.27
H 6.27 -1.13 -3.03
H 5.42 -2.29 -1.94
*
```

# 2
C57H56N2P2SSiTi as an isolated structure at a distorted geometry, computed with ωB97M-V/def2-TZVPD.

- E_LUMO: -6.62 eV
- Kohn-Sham gap: 5.6 eV
- Total energy: -4534.588353 hartree

ORCA input file:
```
! RIJCOSX wB97M-V def2-TZVPD def2/J DEFGRID3
* xyz 2 1
Ti -0.13 0.64 0.09
C -2.73 4.79 1.72
C -3.05 3.47 1.08
C -3.42 2.38 1.86
C -3.64 1.14 1.30
C -3.50 0.96 -0.08
C -3.27 2.08 -0.88
C -3.02 3.31 -0.30
H -1.95 4.67 2.48
H -3.61 5.21 2.21
H -2.38 5.52 0.98
H -3.57 2.53 2.93
H -3.99 0.32 1.91
H -3.76 0.01 -0.53
H -3.34 2.00 -1.96
H -2.85 4.18 -0.94
C 4.50 2.25 4.23
Si 3.38 3.40 3.25
C 4.07 3.74 1.53
C 2.91 5.02 4.08
C 1.70 2.43 3.18
C 0.87 2.44 4.30
C -0.36 1.77 4.30
C -0.78 1.18 3.14
N -0.01 1.18 2.03
C 1.23 1.71 2.08
S 2.15 1.29 0.66
H 5.44 2.74 4.50
H 4.75 1.37 3.65
H 4.03 1.92 5.16
H 4.83 4.52 1.60
H 3.31 4.08 0.82
H 4.55 2.86 1.10
H 3.77 5.69 4.11
H 2.58 4.89 5.12
H 2.11 5.54 3.54
H 1.19 2.95 5.19
H -0.98 1.75 5.18
H -1.73 0.68 3.07
C 1.32 -2.83 -0.84
N 0.13 -3.63 -0.71
C -0.48 -3.57 0.58
P -0.88 -1.82 1.23
C 0.21 -1.99 2.71
C -0.13 -2.75 3.83
C 0.76 -2.87 4.88
C 2.02 -2.28 4.81
C 2.40 -1.60 3.67
C 1.50 -1.46 2.62
C -2.58 -2.07 1.85
C -3.54 -2.51 0.94
C -4.86 -2.68 1.34
C -5.23 -2.41 2.65
C -4.29 -1.94 3.55
C -2.97 -1.75 3.15
C -0.32 -4.55 -1.69
C -1.64 -5.02 -1.66
C -2.10 -5.90 -2.63
C -1.27 -6.32 -3.65
C 0.03 -5.87 -3.68
C 0.51 -5.00 -2.71
P 0.92 -1.09 -1.51
C 2.53 -0.44 -2.05
C 3.70 -0.83 -1.41
C 4.90 -0.21 -1.73
C 4.93 0.80 -2.68
C 3.76 1.19 -3.32
C 2.56 0.57 -3.01
C 0.03 -1.61 -3.00
C 0.66 -1.82 -4.22
C -0.08 -2.29 -5.30
C -1.43 -2.56 -5.16
C -2.06 -2.35 -3.94
C -1.33 -1.88 -2.87
H 2.02 -3.25 -1.56
H 1.83 -2.75 0.13
H 0.20 -3.97 1.35
H -1.39 -4.15 0.61
H -1.08 -3.26 3.88
H 0.49 -3.45 5.75
H 2.71 -2.37 5.64
H 3.39 -1.20 3.57
H 1.81 -0.96 1.72
H -3.27 -2.72 -0.09
H -5.60 -3.04 0.63
H -6.25 -2.56 2.96
H -4.57 -1.73 4.57
H -2.26 -1.35 3.86
H -2.33 -4.71 -0.89
H -3.13 -6.24 -2.57
H -1.64 -6.99 -4.42
H 0.71 -6.19 -4.47
H 1.55 -4.70 -2.77
H 3.70 -1.62 -0.67
H 5.81 -0.52 -1.24
H 5.86 1.30 -2.91
H 3.78 1.97 -4.07
H 1.65 0.87 -3.52
H 1.71 -1.61 -4.34
H 0.41 -2.46 -6.25
H -2.00 -2.92 -6.01
H -3.12 -2.57 -3.84
H -1.82 -1.72 -1.91
C -0.68 2.15 -5.22
C -1.20 1.15 -4.38
C -1.02 1.22 -3.03
C -0.32 2.29 -2.43
C -0.12 2.36 -1.02
C 0.40 3.53 -0.50
C 0.82 4.58 -1.32
C 0.73 4.48 -2.69
C 0.14 3.34 -3.27
C -0.03 3.22 -4.67
H -0.82 2.08 -6.29
H -1.75 0.32 -4.81
H -1.48 0.49 -2.37
H 0.52 3.66 0.57
H 1.24 5.47 -0.87
H 1.09 5.27 -3.33
H 0.34 4.02 -5.31
*
```